{
  "formula": "C35H33Cl2FN3O2PdSi",
  "method": "ωB97M-V with the def2-TZVPD basis set",
  "symbols": ["Pd", "N", "C", "C", "C", "C", "C", "C", "C", "C", "C", "C", "C", "C", "H", "H", "H", "H", "H", "H", "H", "H", "H", "H", "C", "Si", "C", "C", "N", "C", "C", "C", "C", "C", "C", "F", "H", "H", "H", "H", "H", "H", "H", "H", "H", "H", "H", "H", "H", "Cl", "C", "C", "C", "C", "C", "Cl", "C", "N", "C", "C", "C", "C", "C", "C", "C", "C", "O", "O", "H", "H", "H", "H", "H", "H", "H", "H", "H", "H"],
  "coordinates": [[-0.054393, -0.195494, -0.435322], [0.082275, 0.388894, 2.289063], [1.179187, 0.284538, 3.085397], [1.078495, 0.645023, 4.443081], [2.172552, 0.635859, 5.279181], [3.419716, 0.279961, 4.768380], [3.517639, -0.076119, 3.435451], [2.421196, -0.123781, 2.560471], [2.657657, -0.524770, 1.125387], [3.859723, -1.201842, 0.844975], [4.339052, -1.407584, -0.436810], [3.615319, -0.945616, -1.526643], [2.373532, -0.383696, -1.296012], [1.884604, -0.225700, -0.014212], [-0.811293, 0.526244, 2.726064], [0.026698, -0.217559, 1.466785], [0.103766, 0.945203, 4.818789], [2.061369, 0.916955, 6.320076], [4.304116, 0.287379, 5.394722], [4.504965, -0.298872, 3.053525], [4.436811, -1.596659, 1.668252], [5.283633, -1.917562, -0.579413], [3.990330, -1.051692, -2.536965], [1.765016, -0.061155, -2.133244], [-0.030435, -3.292745, -0.864280], [-1.142214, -2.944085, 0.602850], [-2.342460, -4.395996, 0.715560], [-0.097633, -3.088857, 2.153632], [-1.777193, -1.368179, 0.575673], [-3.031412, -0.875205, 0.293490], [-4.166487, -1.706511, 0.116694], [-5.445112, -1.222765, -0.119425], [-5.691037, 0.137498, -0.197622], [-4.614422, 1.001118, -0.013947], [-3.359365, 0.497988, 0.229154], [-2.387412, 1.406369, 0.443286], [0.197995, -4.366252, -0.945939], [0.920076, -2.761716, -0.776302], [-0.514837, -2.967420, -1.791586], [-1.773638, -5.333880, 0.783528], [-3.012062, -4.472754, -0.150891], [-2.963309, -4.310740, 1.618881], [0.147158, -4.142875, 2.355436], [-0.632464, -2.688716, 3.023551], [0.851968, -2.542254, 2.063285], [-4.008507, -2.772998, 0.165307], [-6.260425, -1.926778, -0.255817], [-6.683673, 0.521834, -0.396837], [-4.741099, 2.077268, -0.047036], [-0.309483, -3.249902, -6.268016], [-1.437358, -3.299830, -4.925401], [-1.409167, -4.414901, -4.112264], [-2.276484, -4.495966, -3.038437], [-3.143105, -3.444957, -2.804273], [-3.157292, -2.321744, -3.613408], [-4.262380, -1.075968, -3.131917], [-2.298297, -2.202862, -4.725732], [-2.233872, -1.158374, -5.642821], [-2.785469, 0.157456, -5.517500], [-4.057198, 0.415390, -6.015877], [-4.628563, 1.667524, -5.871444], [-3.909303, 2.675536, -5.237496], [-2.617246, 2.428069, -4.798402], [-2.029139, 1.172656, -4.944302], [-0.621457, 0.944936, -4.457851], [-0.566055, 0.592598, -2.978551], [0.097825, 1.361192, -2.206237], [-1.135383, -0.459013, -2.614055], [-0.700360, -5.203863, -4.325692], [-2.252717, -5.351586, -2.373949], [-3.826423, -3.469316, -1.963431], [-1.387946, -1.188451, -6.180041], [-4.601868, -0.392141, -6.488728], [-5.630521, 1.856146, -6.241983], [-4.353695, 3.652580, -5.085451], [-2.044751, 3.218839, -4.322342], [-0.016479, 1.833114, -4.626515], [-0.154278, 0.103433, -4.968108]],
  "forces_ev_per_a": [[0.262, 0.659, -1.460], [-0.060, -0.001, 0.026], [0.037, 0.051, 0.036], [-0.033, 0.039, -0.012], [0.101, -0.036, -0.116], [-0.121, 0.008, 0.032], [0.016, -0.025, -0.060], [0.163, -0.136, -0.116], [0.038, 0.295, 0.190], [0.044, 0.003, -0.128], [-0.042, 0.025, 0.009], [0.147, -0.085, 0.075], [0.308, 0.047, -0.318], [-1.088, -0.453, 0.616], [-0.129, -0.063, 0.018], [-0.125, 0.153, 1.001], [0.078, -0.049, -0.033], [-0.005, -0.004, -0.025], [-0.053, 0.024, -0.040], [-0.055, 0.020, 0.021], [0.024, 0.027, 0.003], [-0.008, -0.025, 0.014], [-0.020, -0.026, 0.007], [0.053, -0.005, 0.006], [0.041, -0.134, -0.232], [0.022, -0.099, 0.188], [-0.311, -0.183, 0.034], [0.286, -0.122, 0.214], [-0.016, 0.611, -0.295], [-0.019, -0.487, 0.256], [0.001, 0.135, 0.059], [0.050, -0.121, 0.150], [0.042, 0.076, -0.011], [-0.220, -0.124, -0.062], [-0.081, -0.286, 0.003], [0.626, 0.295, 0.086], [-0.057, 0.158, 0.014], [0.056, -0.009, -0.014], [0.151, -0.035, 0.110], [-0.060, 0.160, 0.005], [0.172, -0.086, 0.201], [0.069, -0.060, -0.172], [0.002, 0.200, -0.020], [0.064, -0.064, -0.105], [-0.168, -0.085, 0.039], [-0.098, 0.058, 0.054], [0.062, 0.005, 0.000], [0.035, -0.001, 0.018], [0.063, -0.035, -0.003], [-0.001, -0.010, 0.034], [-0.080, 0.106, 0.037], [-0.010, -0.053, -0.027], [0.003, -0.108, -0.080], [-0.101, -0.056, 0.012], [0.073, 0.053, -0.179], [0.057, 0.077, -0.390], [0.008, 0.025, 0.014], [-0.454, -0.108, 0.186], [0.027, -0.314, 0.125], [-0.032, -0.033, 0.005], [0.040, 0.055, 0.029], [0.034, -0.068, 0.016], [0.004, 0.097, -0.041], [0.079, 0.153, 0.074], [-0.028, 0.227, 0.043], [0.014, 0.114, 0.485], [-0.182, -0.777, -0.046], [0.023, 0.369, -0.098], [-0.008, 0.023, 0.004], [-0.022, 0.061, -0.056], [0.067, 0.059, -0.107], [0.149, -0.028, -0.157], [0.018, -0.013, 0.036], [0.070, -0.024, 0.039], [0.034, -0.031, -0.041], [-0.044, -0.061, -0.015], [-0.001, 0.051, -0.039], [0.018, 0.006, -0.123]],
  "e_above_lowest_kj_mol": 300.59,
  "total_charge": -1,
  "gap_ev": [6.22, 6.22]
}